# C39H36BrCl2CsF3GeN5O4S

C39H36BrCl2CsF3GeN5O4S as an isolated structure (wB97M-V/def2-TZVPD, the OMol25 dataset).

Element x y z (Å)
Cs1 0.662 -1.299 -1.464
Cl1 7.006 -3.194 3.244
C1 6.101 -2.338 2.023
C2 4.716 -2.466 2.000
C3 3.951 -1.800 1.061
N1 2.559 -1.968 1.094
C4 1.776 -1.286 1.826
O1 0.501 -1.617 1.837
C5 2.103 -0.043 2.626
C6 3.358 0.539 2.767
C7 3.472 1.707 3.503
C8 2.346 2.262 4.083
C9 1.139 1.612 3.903
N2 1.029 0.495 3.200
C10 4.564 -1.008 0.044
C11 5.960 -0.887 0.102
C12 6.709 -1.536 1.076
Cl2 8.444 -1.321 1.077
N3 3.715 -0.419 -0.865
C13 4.205 0.245 -1.913
O2 5.368 0.546 -2.226
C14 3.081 0.628 -2.859
C15 2.865 -0.107 -4.018
C16 1.747 0.168 -4.790
C17 0.899 1.193 -4.399
C18 1.222 1.909 -3.254
N4 2.283 1.636 -2.496
H1 4.224 -3.082 2.741
H2 4.232 0.116 2.300
H3 4.438 2.184 3.593
H4 2.395 3.184 4.646
H5 0.220 1.997 4.332
H6 6.459 -0.267 -0.628
H7 3.533 -0.919 -4.275
H8 1.515 -0.447 -5.649
H9 -0.012 1.411 -4.939
H10 0.577 2.705 -2.896
F1 -3.674 -5.284 -5.854
C19 -2.480 -4.787 -5.404
F2 -1.689 -4.763 -6.493
F3 -1.999 -5.735 -4.585
C20 -2.664 -3.450 -4.754
C21 -3.925 -2.883 -4.751
C22 -4.135 -1.649 -4.153
C23 -3.045 -1.046 -3.545
N5 -1.824 -1.555 -3.541
C24 -1.569 -2.737 -4.167
S1 0.028 -3.311 -4.208
H11 -4.747 -3.413 -5.214
H12 -5.113 -1.186 -4.132
H13 -3.155 -0.100 -3.020
Br1 4.550 3.295 0.673
C25 2.670 3.580 0.702
C26 2.195 4.858 0.962
C27 0.830 5.093 0.871
C28 -0.031 4.066 0.503
C29 0.457 2.787 0.281
C30 1.822 2.532 0.399
C31 -0.493 1.665 -0.131
O3 -1.473 1.970 -0.825
O4 -0.181 0.516 0.289
H14 2.884 5.655 1.206
H15 0.446 6.088 1.063
H16 -1.092 4.242 0.373
H17 2.213 1.543 0.192
C32 -4.425 2.748 2.313
C33 -3.606 2.529 3.583
C34 -2.885 1.179 3.603
C35 -1.862 1.033 2.482
Ge1 -1.016 -0.747 2.499
C36 -2.284 -1.933 1.556
C37 -2.930 -1.416 0.264
C38 -3.929 -2.408 -0.335
C39 -5.140 -2.686 0.554
H18 -4.970 3.693 2.351
H19 -5.152 1.943 2.183
H20 -3.785 2.764 1.430
H21 -4.262 2.601 4.458
H22 -2.865 3.330 3.676
H23 -3.634 0.381 3.530
H24 -2.397 1.044 4.575
H25 -1.120 1.828 2.519
H26 -2.335 1.104 1.504
H27 -1.020 -1.214 3.987
H28 -3.070 -2.129 2.295
H29 -1.788 -2.892 1.381
H30 -2.184 -1.175 -0.500
H31 -3.448 -0.471 0.460
H32 -3.418 -3.350 -0.559
H33 -4.283 -2.018 -1.291
H34 -4.855 -3.171 1.489
H35 -5.853 -3.339 0.046
H36 -5.653 -1.754 0.805

Calculated values
**ΔE to the lowest compared entry with this formula, charge and spin**: 2.9 kcal per mole
**Kohn-Sham gap**: 6.22 eV
**E_tot**: -8371.9886 Eh
**Charge**: -2
**LUMO energy**: 3.70 eV